(1)
# C8H14N3O

A gas-phase ion, C8H14N3O (charge +1) at a distorted geometry (the ωB97M-V functional and the def2-TZVPD basis, the OMol25 dataset).

The geometry in ORCA input format:
```
! RIJCOSX wB97M-V def2-TZVPD def2/J DEFGRID3
* xyz 1 1
C -1.250 -2.608 0.018
N -1.683 -1.232 -0.248
N -3.002 -0.821 -0.043
C -3.213 0.500 0.077
O -4.274 1.094 0.137
C -1.784 1.021 0.036
C -0.974 -0.094 -0.039
C 0.703 0.427 -0.100
C 1.517 -0.242 -1.096
C 1.245 0.437 1.321
N 0.317 1.884 -0.386
C -1.042 2.313 -0.009
H -1.619 -3.313 -0.923
H -0.261 -2.603 0.016
H -1.745 -3.009 1.000
H -3.656 -1.496 -0.055
H 1.125 -1.246 -1.222
H 2.502 -0.333 -0.899
H 1.422 0.266 -2.045
H 2.284 0.761 1.354
H 1.184 -0.543 1.688
H 0.698 1.167 1.846
H 0.163 1.886 -1.389
H 0.944 2.622 -0.027
H -1.479 2.965 -0.726
H -1.017 2.842 1.041
*
```

Summary:
Orbital gap = 8.695 eV
LUMO energy = -3.1784 eV
ΔE to the lowest compared entry with this formula, charge and spin = 71.2 kcal per mole

=====

(2)
# C8H14N4O3

A single C8H14N4O3 molecule at a distorted geometry (the ωB97M-V functional and the def2-TZVPD basis, the OMol25 dataset).

The geometry in ORCA input format:
```
! RIJCOSX wB97M-V def2-TZVPD def2/J DEFGRID3
* xyz 0 3
C -2.029 -0.477 -0.211
C -0.671 -0.770 0.413
C 0.557 -0.236 -0.395
C 0.784 1.016 0.426
C -0.549 -2.281 0.559
C 0.246 -0.294 -1.948
C -0.108 2.113 -0.072
C 2.192 1.608 0.535
N -0.581 -0.133 1.751
N 0.197 0.788 1.771
N -2.961 -0.164 0.682
N 1.715 -1.043 -0.060
O 1.903 -1.294 1.104
O -2.173 -0.660 -1.393
O 2.413 -1.422 -0.966
H 0.122 -2.683 1.266
H -0.515 -2.764 -0.500
H -1.579 -2.748 0.976
H 1.265 -0.276 -2.422
H -0.354 0.471 -2.216
H -0.209 -1.200 -2.246
H 0.132 3.110 0.294
H -1.219 2.055 0.055
H 0.170 2.285 -1.094
H 2.221 2.517 1.234
H 2.591 1.816 -0.422
H 3.034 0.866 0.953
H -2.831 -0.450 1.611
H -3.763 0.250 0.316
*
```

Summary:
Orbital gap (spin up / spin down) = 6.776 / 7.953 eV
LUMO energy (spin up / spin down) = 0.3586 / -2.1268 eV
ΔE to the lowest compared entry with this formula, charge and spin = 45.4 kcal per mole

=====

(3)
# C8H14NO

2 unconnected molecules or ions with the total composition C8H14NO at a distorted geometry (the ωB97M-V functional and the def2-TZVPD basis, the OMol25 dataset).

The geometry in ORCA input format:
```
! RIJCOSX wB97M-V def2-TZVPD def2/J DEFGRID3
* xyz 1 1
C -0.386 2.549 -2.532
N -0.193 1.716 -1.323
H -0.279 2.315 -0.338
H -0.967 0.941 -1.041
H 0.718 1.171 -1.373
H -1.029 3.393 -2.271
H -0.675 1.823 -3.336
H 0.625 2.930 -2.818
C 0.888 -3.080 -0.345
C -0.282 0.467 1.787
C -1.241 -0.150 0.913
C 0.960 -0.069 2.031
C -0.811 -1.360 0.310
C 1.322 -1.311 1.429
C 0.485 -1.883 0.498
O -0.697 1.711 2.301
H -1.544 1.560 2.851
H -2.296 0.158 0.808
H 1.505 0.580 2.686
H -1.529 -1.837 -0.378
H 2.282 -1.720 1.713
H 0.086 -3.779 -0.378
H 1.885 -3.384 0.111
H 1.173 -2.742 -1.304
*
```

Summary:
Orbital gap = 8.848 eV
LUMO energy = -3.5268 eV
ΔE to the lowest compared entry with this formula, charge and spin = 31.2 kcal per mole

=====

(4)
# C8H14NO2S

A molecular structure, C8H14NO2S at a distorted geometry (the ωB97M-V functional and the def2-TZVPD basis, the OMol25 dataset).

The geometry in ORCA input format:
```
! RIJCOSX wB97M-V def2-TZVPD def2/J DEFGRID3
* xyz 1 1
C 1.040 -1.830 1.463
C 0.487 -1.121 3.174
C -0.684 0.392 -1.837
C 0.105 1.187 -0.842
C 0.131 -0.878 -2.093
C 0.377 0.522 0.570
C 0.109 -1.602 -0.736
C 1.234 0.073 3.611
N 0.947 -0.912 0.358
O 1.581 -2.881 1.451
O -0.563 -1.799 5.399
S -0.359 -2.291 4.034
H -1.656 0.130 -1.494
H -0.766 0.965 -2.742
H 1.099 1.443 -1.178
H -0.339 2.177 -0.610
H -0.379 -1.616 -2.689
H 1.216 -0.682 -2.501
H 1.170 1.065 1.145
H -0.609 0.420 1.048
H -0.887 -1.600 -0.479
H 0.529 -2.685 -0.821
H 0.969 1.067 3.498
H 1.248 -0.099 4.815
H 2.258 -0.110 3.382
H 1.930 -0.880 -0.025
*
```

Summary:
Orbital gap = 8.794 eV
LUMO energy = -4.0633 eV
ΔE to the lowest compared entry with this formula, charge and spin = 97.5 kcal per mole

=====

(5)
# C8H14NO4

A molecular structure, C8H14NO4 at a distorted geometry (the ωB97M-V functional and the def2-TZVPD basis, the OMol25 dataset).

The geometry in ORCA input format:
```
! RIJCOSX wB97M-V def2-TZVPD def2/J DEFGRID3
* xyz 1 1
C -1.453 -0.758 -1.216
C 0.166 1.058 -0.988
C -0.695 0.098 1.113
C -3.018 -1.035 -1.013
C 0.073 1.451 -2.372
C -1.357 -1.035 1.814
C 3.267 -0.561 1.250
C -0.743 0.161 -0.319
N 4.456 -0.304 1.802
O -0.916 -1.233 -2.207
O 1.192 1.538 -0.397
O -0.171 1.062 1.839
O 2.400 0.303 1.250
H -3.377 -2.013 -0.669
H -3.338 -0.267 -0.327
H -3.658 -0.841 -1.953
H -0.844 1.981 -2.639
H -0.007 0.427 -3.059
H 0.958 2.040 -2.570
H -1.751 -1.769 1.114
H -0.699 -1.325 2.575
H -2.322 -0.721 2.308
H 3.170 -1.512 0.779
H 5.217 -1.080 1.780
H 4.772 0.588 2.297
H 0.278 1.762 1.351
H 1.690 1.000 0.413
*
```

Summary:
Orbital gap = 9.031 eV
LUMO energy = -4.1810 eV
ΔE to the lowest compared entry with this formula, charge and spin = 0.0 kcal per mole

=====

(6)
# C8H14NS

2 unconnected molecules or ions with the total composition C8H14NS at a distorted geometry (the ωB97M-V functional and the def2-TZVPD basis, the OMol25 dataset).

The geometry in ORCA input format:
```
! RIJCOSX wB97M-V def2-TZVPD def2/J DEFGRID3
* xyz 1 1
C -1.443 1.047 -0.652
C -2.797 0.982 -0.877
C -1.959 -0.774 0.767
C -0.955 0.145 0.342
C -0.205 -3.669 -0.075
C 1.942 0.570 -1.067
C 1.351 2.143 0.724
C 0.349 -0.144 0.729
N 1.483 0.651 0.361
S -3.470 -0.324 0.069
H -1.002 2.009 -0.958
H -3.366 1.322 -1.668
H -2.083 -1.553 1.487
H -0.612 -4.418 -0.752
H -0.728 -2.716 -0.068
H 0.678 -3.713 0.562
H 1.833 -0.572 -1.230
H 1.338 1.028 -1.703
H 2.904 0.874 -1.149
H 0.332 2.606 0.556
H 1.299 2.163 1.798
H 2.217 2.906 0.353
H 0.638 -0.868 1.525
H 2.256 0.305 0.926
*
```

Summary:
Orbital gap (spin up / spin down) = 6.950 / 8.415 eV
LUMO energy (spin up / spin down) = -4.7642 / -3.0230 eV
ΔE to the lowest compared entry with this formula, charge and spin = 126.7 kcal per mole

=====

(7)
# C8H14NS

A gas-phase ion, C8H14NS (charge +1) at a distorted geometry (the ωB97M-V functional and the def2-TZVPD basis, the OMol25 dataset).

The geometry in ORCA input format:
```
! RIJCOSX wB97M-V def2-TZVPD def2/J DEFGRID3
* xyz 1 1
C -1.970 -0.271 1.175
C -0.823 -0.871 1.354
C -2.643 -0.142 -0.184
C -1.478 -0.091 -1.191
C -0.206 0.723 -0.928
C 2.367 2.398 -0.579
C 1.062 0.052 -0.437
C 1.039 -2.317 1.637
N 0.367 -1.050 1.266
S 2.644 0.578 -0.430
H -2.370 0.133 2.026
H -3.386 -0.942 -0.356
H -3.135 0.787 -0.089
H -1.087 -1.104 -1.312
H -1.933 0.324 -2.210
H 0.091 1.050 -1.919
H -0.517 1.740 -0.344
H 2.019 2.206 -1.550
H 3.347 2.922 -0.601
H 1.097 -1.006 -0.839
H 0.249 -3.095 1.304
H 2.005 -2.496 1.120
H 1.270 -2.306 2.750
H 1.991 2.778 0.337
*
```

Summary:
Orbital gap = 8.123 eV
LUMO energy = -4.5013 eV
ΔE to the lowest compared entry with this formula, charge and spin = 103.3 kcal per mole

=====

(8)
# C8H14O10S2

3 unconnected molecules or ions with the total composition C8H14O10S2 at a distorted geometry (the ωB97M-V functional and the def2-TZVPD basis, the OMol25 dataset).

The geometry in ORCA input format:
```
! RIJCOSX wB97M-V def2-TZVPD def2/J DEFGRID3
* xyz 0 1
O -2.076 0.324 4.566
S -2.685 0.653 3.314
O -4.056 1.251 3.254
O -1.667 1.541 2.381
C -0.638 0.652 1.855
C -1.374 -0.616 1.468
O -2.572 -0.679 2.265
H -0.090 1.273 1.146
H -0.005 0.507 2.731
H -0.892 -1.542 1.779
H -1.638 -0.491 0.418
O 3.653 0.912 7.216
S 4.563 1.982 6.765
O 4.074 3.345 7.054
O 6.134 1.669 7.200
C 6.998 1.672 6.074
C 6.182 2.217 4.881
O 4.830 1.842 5.121
H 7.920 2.240 6.199
H 7.548 0.733 6.026
H 6.669 1.862 3.973
H 6.297 3.293 4.748
O -3.245 -1.700 -10.032
C -3.473 -1.719 -8.862
C -4.837 -1.603 -8.125
C -4.543 -2.388 -6.780
C -2.982 -2.289 -6.694
O -2.532 -2.109 -8.034
H -5.154 -0.561 -8.144
H -5.485 -2.199 -8.768
H -5.000 -1.882 -5.929
H -4.823 -3.439 -6.720
H -2.578 -1.542 -6.010
H -2.523 -3.210 -6.336
*
```

Summary:
Orbital gap = 10.597 eV
LUMO energy = 0.3767 eV
ΔE to the lowest compared entry with this formula, charge and spin = 31.9 kcal per mole

=====

(9)
# C8H14O2

3 unconnected molecules or ions with the total composition C8H14O2 at a distorted geometry (the ωB97M-V functional and the def2-TZVPD basis, the OMol25 dataset).

The geometry in ORCA input format:
```
! RIJCOSX wB97M-V def2-TZVPD def2/J DEFGRID3
* xyz 0 1
C 3.231 -0.598 -1.072
C 2.907 -0.090 0.299
O 3.572 -0.285 1.285
C 1.611 0.715 0.390
O 1.026 1.125 -0.598
H 3.512 0.259 -1.699
H 2.339 -1.045 -1.525
H 4.049 -1.318 -1.033
H 1.456 1.165 1.389
C -2.704 1.588 0.570
C -2.083 1.041 -0.465
C -2.765 0.229 -1.519
H -3.729 1.345 0.807
H -2.207 2.269 1.241
H -1.027 1.276 -0.664
H -2.855 0.807 -2.439
H -2.175 -0.659 -1.756
H -3.759 -0.083 -1.208
C 0.580 -1.462 1.249
C -0.665 -0.990 1.349
H 1.241 -1.471 2.104
H 0.857 -2.115 0.433
H -0.983 -0.454 2.230
H -1.432 -1.250 0.634
*
```

Summary:
Orbital gap = 8.869 eV
LUMO energy = -0.5166 eV
ΔE to the lowest compared entry with this formula, charge and spin = 66.9 kcal per mole